This record from the Open Molecules 2025 dataset describes an isolated ion of composition H3N6 and charge +1. The level of theory is wB97M-V/def2-TZVPD.

The geometry in XYZ format:
```
9
Properties=species:S:1:pos:R:3:forces:R:3
N 1.689 0.613 0.043 1.693 0.020 0.000
N 0.548 1.133 0.066 -1.174 0.942 0.062
N 0.270 -1.021 0.001 -0.698 -0.462 0.027
N 1.535 -0.686 0.003 -1.079 0.301 0.011
N -0.322 0.122 0.042 -1.733 -0.129 -0.199
N -1.732 0.338 0.132 2.603 -0.617 0.596
H 2.299 -1.359 -0.027 -0.100 0.019 0.009
H -1.993 1.295 -0.064 0.258 -0.036 -0.251
H -2.294 -0.435 -0.197 0.229 -0.037 -0.257
```
Positions in Å, forces in eV/Å.

## Properties
Total charge ... +1
Kohn-Sham gap ... 10.88 eV
Lowest unoccupied orbital energy ... -5.354 eV
HOMO ... -16.23 eV
SMILES ... N[n+]1nn[nH]n1
Energy above the lowest of the compared OMol25 structures with the same formula, charge and spin ... 0.00 kcal per mole